1.
This record from the Open Molecules 2025 dataset describes a molecular structure, C19H20FeO6. The level of theory is ωB97M-V/def2-TZVPD.

Values from the calculation:
energy above the lowest of the compared OMol25 structures with the same formula, charge and spin = 17.7 kcal per mole
<S²> = 6.09
DFT total energy = -2450.9410 hartree
E_HOMO (alpha / beta) = -0.215 / -0.341 Ha
LUMO energy (alpha / beta) = 0.377 / -2.229 eV
spin multiplicity = 5

Each line ends with the Löwdin charge.
Geometry (Å):
C 1.2247 -3.8759 -1.0820  -0.139
H -0.8171 -1.2303 2.8548  0.153
C -3.3470 0.8299 1.7990  -0.108
C 0.5793 -1.4459 -0.9200  -0.066
H 0.4295 -0.7047 -0.1411  0.062
H 2.1140 -2.3804 0.2094  0.096
Fe 2.7340 -3.2827 -2.4171  0.104
H -2.8627 -1.6190 0.6012  0.120
C -3.4846 -0.5673 2.3858  -0.208
C 0.8993 -4.1901 -2.3934  -0.165
H 3.4390 -1.3926 2.8957  0.085
H -0.1413 -1.5105 -4.2561  0.118
H -0.6924 -0.3682 -2.2009  0.114
C 2.7318 0.4393 2.0050  -0.214
O 4.2349 -5.0155 -4.1805  0.121
C 4.1581 -3.2096 -1.3281  -0.093
H -4.5284 -0.8893 2.3142  0.111
C 3.4638 -4.4582 -3.5047  -0.151
H -3.8498 0.8694 0.8188  0.129
C 3.4085 -2.0455 -3.4899  -0.115
O 5.1904 -3.0168 -0.8280  0.139
C 0.2482 -1.9218 -3.3117  -0.084
C 0.9412 -3.1647 -3.4110  -0.208
O 4.0508 -1.3567 -4.1781  0.142
H 1.3324 -4.6636 -0.3247  0.132
C -1.8875 1.3005 1.5744  -0.322
O -1.6632 2.5012 1.6155  0.112
C 3.7185 -0.6891 2.1080  -0.063
O 1.4252 -0.1377 1.7943  -0.041
H 1.1027 -3.5048 -4.4486  0.124
H -2.6843 -2.5669 2.0848  0.115
H -3.2180 -0.5445 3.4498  0.118
H 3.8112 -1.2288 1.1609  0.056
C 0.5203 0.8384 1.4949  -0.440
C -0.8528 0.2770 1.3862  0.000
H -0.4739 -1.8102 1.2030  0.105
H 0.7566 -5.2293 -2.6938  0.128
O 0.8711 1.9936 1.3578  0.129
H 2.6829 1.0289 2.9360  0.137
C 1.4999 -2.5216 -0.6954  -0.161
H 4.6955 -0.2743 2.3546  0.083
H -3.8370 1.5630 2.4558  0.123
C -0.0060 -1.2204 -2.1514  -0.082
H 2.9734 1.1031 1.1608  0.133
C -1.1031 -1.1194 1.7864  -0.146
C -2.5763 -1.5599 1.6611  -0.180

2.
This record from the Open Molecules 2025 dataset describes a single C19H20N2O3 molecule. The level of theory is ωB97M-V/def2-TZVPD.

Values from the calculation:
energy above the lowest of the compared OMol25 structures with the same formula, charge and spin = 22.0 kcal per mole
SMILES = COc1cccc(N[C@H]2CC(=O)N(CCc3ccccc3)C2=O)c1
DFT total energy = -1071.2929 hartree
E_HOMO = -0.298 Ha
LUMO energy = 0.723 eV
spin multiplicity = 1

Each line ends with the Löwdin charge.
Geometry (Å):
H 3.0231 3.6309 -0.5722  0.099
C -1.2991 -0.0785 0.9689  -0.122
H 2.3837 -1.1755 -3.5772  0.131
C -4.5646 1.6963 1.6826  -0.086
H 1.7987 -3.9568 -1.0507  0.130
H 1.4231 3.8401 1.1634  0.096
C -1.6071 -1.3783 0.2130  -0.096
C -2.8407 -0.0558 2.9487  -0.042
O 0.3407 -3.2233 1.1841  0.116
C -4.8609 1.2367 2.9544  -0.098
C 1.9790 3.0698 1.7076  -0.088
H -0.5012 -0.2666 1.6900  0.123
H -3.1789 1.6396 0.0534  0.116
H -5.7629 1.5617 3.4519  0.099
N 2.2525 -1.1799 -2.5769  0.065
H 3.6951 3.0984 -2.8616  0.106
C 3.2330 2.3335 -2.2551  -0.082
C -3.4088 1.2796 1.0460  -0.041
H 3.3058 0.8688 -3.8077  0.107
C 0.4798 -2.7210 0.1020  -0.427
O 1.8362 1.8076 1.1048  -0.089
H 1.0247 -2.7913 -2.9404  0.164
C 2.0596 0.3770 -0.7112  0.051
H -4.2228 -0.0022 4.5789  0.101
H -2.3873 -1.2025 -0.5311  0.136
H 2.5481 -2.4999 -0.4121  0.134
C -3.9961 0.3594 3.5864  -0.086
H 3.0310 3.3643 1.7812  0.095
C 2.4162 0.0818 -2.0193  -0.251
C 1.2451 -2.1063 -2.1151  -0.205
C -2.5341 0.4029 1.6740  -0.239
C 1.6360 -2.8964 -0.8595  -0.016
C 2.2617 1.6501 -0.1826  -0.267
H -5.2359 2.3812 1.1852  0.101
H -1.9244 -2.1565 0.9109  0.134
H -2.1664 -0.7395 3.4442  0.116
C 2.8541 2.6386 -0.9567  -0.038
H 1.6147 -0.3509 -0.0562  0.110
N -0.4339 -1.8648 -0.4826  0.036
H -0.9523 0.6704 0.2545  0.118
C 3.0173 1.0824 -2.7889  -0.038
O -0.7047 -0.6460 -2.4013  0.132
C -0.0748 -1.4200 -1.7317  -0.400
H 1.5629 2.9669 2.7086  0.093

3.
This record from the Open Molecules 2025 dataset describes a molecular structure, C19H20N2O4PdS. The level of theory is ωB97M-V/def2-TZVPD.

Values from the calculation:
energy above the lowest of the compared OMol25 structures with the same formula, charge and spin = 4.0 kcal per mole
DFT total energy = -1672.5258 hartree
E_HOMO = -0.274 Ha
LUMO energy = 0.255 eV
spin multiplicity = 1

Each line ends with the Löwdin charge.
Geometry (Å):
H 0.6914 -4.2856 4.4790  0.100
H -5.9437 -1.5509 0.4019  0.117
C -2.7944 -0.7820 1.4859  -0.306
C 0.7565 2.9887 -3.5311  -0.219
C -3.9571 -1.7560 1.3201  -0.224
H 4.0284 -1.2288 2.5003  0.106
C 2.3248 2.2468 -1.8456  -0.144
C 2.7404 -3.6517 4.4904  -0.092
H 0.0322 -2.6982 2.6937  0.103
C 0.9762 2.3675 -2.2822  -0.270
O -0.4728 3.1660 -4.0965  -0.079
N 1.9113 0.7375 0.0083  -0.148
C 1.4260 -3.6174 4.0482  -0.083
N 2.4244 0.0022 1.0675  0.082
O -0.0498 2.0148 -1.5333  -0.216
H 3.9352 3.8639 -4.3585  0.099
C 3.1277 3.4405 -3.7774  -0.095
C 1.8204 3.5205 -4.2403  -0.004
C -5.1059 -0.9391 0.7351  -0.235
C 3.6794 -2.7935 3.9332  -0.082
C 1.5690 -0.9134 1.4293  -0.447
O 0.3752 -1.0623 0.9389  -0.192
H -1.8014 -1.2266 1.4245  0.063
H -2.8504 -0.2091 2.4126  0.098
H -4.2172 -2.2228 2.2695  0.116
O -1.9122 -0.0560 -0.9571  -0.625
H 4.3898 2.6935 -2.2157  0.107
C 2.6869 1.5185 -0.6476  -0.045
H 3.0345 -4.3466 5.2665  0.100
C -4.4967 -0.1743 -0.4336  -0.312
S -2.8830 0.4258 0.1274  0.990
C 3.3070 -1.9026 2.9400  -0.031
H -3.6750 -2.5496 0.6256  0.121
C 1.0518 -2.7284 3.0521  -0.029
H -1.9296 2.2707 -2.8997  0.071
H 4.7068 -2.8200 4.2726  0.101
C -1.4859 2.1871 -3.8880  -0.072
H -5.0893 0.6673 -0.7859  0.091
H -2.2314 2.3781 -4.6581  0.088
H -5.4869 -0.2399 1.4839  0.116
H -4.2621 -0.8291 -1.2751  0.103
H -1.0888 1.1767 -4.0062  0.099
H 1.5940 4.0026 -5.1832  0.120
C 1.9880 -1.8642 2.4945  -0.149
C 3.3771 2.7937 -2.5868  -0.063
H 3.7138 1.5681 -0.2955  0.135
Pd 0.0654 0.4177 -0.4035  1.035

4.
This record from the Open Molecules 2025 dataset describes 2 unconnected molecules or ions with the total composition C19H20N2O4S. The level of theory is ωB97M-V/def2-TZVPD.

Values from the calculation:
energy above the lowest of the compared OMol25 structures with the same formula, charge and spin = 405.6 kcal per mole
DFT total energy = -1544.0907 hartree
E_HOMO = -0.317 Ha
LUMO energy = -0.003 eV
spin multiplicity = 1

Each line ends with the Löwdin charge.
Geometry (Å):
O -0.3936 -3.3664 -3.6831  0.102
H 3.7207 2.5539 0.8397  0.124
H 1.2510 -2.5863 2.5721  0.077
C 2.3111 0.0975 -1.1672  0.028
H 1.0230 2.1306 2.8636  0.062
H 1.7464 3.6704 0.3818  0.100
N -0.2346 2.5030 -1.1997  0.100
S -2.0959 -1.8693 0.4328  0.718
C 1.0281 0.0255 2.4066  -0.013
C -1.0587 -0.7401 1.2680  -0.359
H -2.4413 -0.7486 -1.3589  0.142
C -1.3320 2.8571 2.2312  -0.098
C 2.9969 1.9433 0.2215  -0.068
O -1.4145 -4.3902 -1.6840  0.021
C -0.7155 1.5731 -1.8703  -0.331
C 1.7917 2.8505 -0.2157  0.035
H 0.3304 -3.0838 1.2118  -0.061
C 0.8690 -2.3949 1.5804  0.017
H -1.7694 2.9556 3.2483  0.086
C -1.5635 0.4521 1.2818  -0.083
C -0.8679 1.4526 1.9701  -0.149
C 3.1103 0.7024 -0.0873  -0.142
H -2.2257 3.2167 1.5502  0.107
H 2.4377 -0.9529 -1.3632  0.109
H -2.4985 0.7948 1.1748  0.090
H 0.4066 -1.0527 -3.3649  0.028
O -1.6789 -3.2307 0.7818  -0.292
H -0.6729 3.7306 2.1145  0.065
H 1.9874 -0.1012 2.5929  0.062
H 1.6856 -2.1991 0.6696  0.131
H -1.9197 1.7420 -2.2645  0.213
H 4.1681 0.2310 -0.1430  0.143
C 0.5806 1.2539 2.6622  0.049
C 1.0669 2.0447 -0.6781  -0.326
C 1.1663 0.7902 -1.1596  -0.101
C -0.8916 -3.2537 -2.5459  -0.356
C -0.2409 -0.8309 -2.7310  -0.069
H -1.3868 -3.9707 -0.7696  0.037
O -3.5787 -1.3706 0.8372  -0.349
H 0.1723 -2.1825 -0.9158  0.243
C -0.1481 0.5669 -2.0397  -0.139
H -1.0272 -0.6986 -3.6648  0.196
H -0.8150 3.4472 -0.8176  0.252
C -0.8261 -1.9494 -1.9445  -0.157
C 0.0678 -0.9621 1.7677  -0.144
N -2.1208 -1.6510 -0.9924  -0.097

5.
This record from the Open Molecules 2025 dataset describes a molecular structure, C19H20N2O9P2Pd. The level of theory is ωB97M-V/def2-TZVPD.

Values from the calculation:
energy above the lowest of the compared OMol25 structures with the same formula, charge and spin = 22.5 kcal per mole
DFT total energy = -2333.4686 hartree
E_HOMO (alpha / beta) = -0.292 / -0.291 Ha
LUMO energy (alpha / beta) = -1.157 / -1.177 eV
spin multiplicity = 1

Each line ends with the Löwdin charge.
Geometry (Å):
O -0.3316 -0.4859 -3.3290  -0.290
C -1.2499 2.3117 2.5950  -0.100
H -1.7401 -4.4086 -2.0161  0.095
H 3.3322 1.1713 -4.7776  0.085
C -1.0544 -4.4643 0.7758  -0.006
O -1.2502 -2.7221 -0.9057  -0.135
C -0.8753 -2.4467 2.6856  -0.013
H 4.4009 -0.4743 -0.5638  0.095
C -0.9818 -3.6203 -1.9679  -0.068
C -1.1608 1.4496 1.4550  -0.130
H -0.9074 -5.8083 2.4250  0.105
H -1.1219 -5.2557 0.0459  0.108
H -1.0194 -3.0118 -2.8696  0.083
H -0.1063 1.9335 -2.3622  0.061
P 0.7178 0.4891 -3.7329  0.448
H 4.4389 0.4230 -3.6144  0.087
C -1.3246 4.5650 3.5345  -0.035
H -1.4648 4.7078 5.6568  0.102
O 0.5249 1.9363 -3.1364  -0.110
C -1.4174 2.6593 4.9785  -0.077
C -1.3401 1.8092 3.9099  -0.025
H -1.3183 5.6336 3.3715  0.111
O 2.1027 0.6206 -0.6947  -0.321
H -1.4900 2.2518 5.9753  0.102
H 2.1017 -2.0130 -3.6157  0.085
H -0.7528 -4.0184 4.1262  0.103
O 0.7567 0.7434 -5.2944  -0.080
H -1.0944 3.7958 -0.9892  0.119
C -1.1150 1.9838 0.1621  -0.287
N -0.9242 -0.7780 0.8991  0.009
C -0.9884 -2.1208 1.3392  -0.161
C -0.8539 -3.7704 3.0804  -0.084
C 2.3948 -0.1162 -3.3279  -0.606
N -1.2037 0.0987 1.7572  0.123
O 1.6043 -1.7766 -1.3649  -0.351
H 0.2598 0.0719 -5.7834  0.105
C -1.2505 3.7101 2.4141  -0.169
C -0.9381 -4.7718 2.1238  -0.073
C -1.4054 4.0513 4.7995  -0.084
H 3.3975 1.7708 -3.1070  0.091
H -1.1808 5.2987 0.9573  0.119
H -0.7768 -1.6496 3.4061  0.102
O -1.1252 1.2829 -0.9599  -0.193
Pd -0.0591 -0.3618 -1.0129  1.014
C -1.0959 -3.1342 0.3695  -0.231
C -1.1363 3.4018 0.0159  0.009
P 2.4991 -0.5532 -1.5423  0.293
C 3.4595 0.8833 -3.7346  -0.060
H 0.0161 -4.0545 -1.8572  0.100
C -1.1892 4.2263 1.0942  -0.004
O 4.0436 -0.9036 -1.3548  -0.104
O 2.5486 -1.3025 -4.1029  -0.048
H -1.3547 0.7419 4.0643  0.094

Question: The lowest DFT total energy belongs to which entry?
Answer: C19H20FeO6

Please write out number 2 again, unchanged.
This record from the Open Molecules 2025 dataset describes a single C19H20N2O3 molecule. The level of theory is ωB97M-V/def2-TZVPD.

Values from the calculation:
energy above the lowest of the compared OMol25 structures with the same formula, charge and spin = 22.0 kcal per mole
SMILES = COc1cccc(N[C@H]2CC(=O)N(CCc3ccccc3)C2=O)c1
DFT total energy = -1071.2929 hartree
E_HOMO = -0.298 Ha
LUMO energy = 0.723 eV
spin multiplicity = 1

Each line ends with the Löwdin charge.
Geometry (Å):
H 3.0231 3.6309 -0.5722  0.099
C -1.2991 -0.0785 0.9689  -0.122
H 2.3837 -1.1755 -3.5772  0.131
C -4.5646 1.6963 1.6826  -0.086
H 1.7987 -3.9568 -1.0507  0.130
H 1.4231 3.8401 1.1634  0.096
C -1.6071 -1.3783 0.2130  -0.096
C -2.8407 -0.0558 2.9487  -0.042
O 0.3407 -3.2233 1.1841  0.116
C -4.8609 1.2367 2.9544  -0.098
C 1.9790 3.0698 1.7076  -0.088
H -0.5012 -0.2666 1.6900  0.123
H -3.1789 1.6396 0.0534  0.116
H -5.7629 1.5617 3.4519  0.099
N 2.2525 -1.1799 -2.5769  0.065
H 3.6951 3.0984 -2.8616  0.106
C 3.2330 2.3335 -2.2551  -0.082
C -3.4088 1.2796 1.0460  -0.041
H 3.3058 0.8688 -3.8077  0.107
C 0.4798 -2.7210 0.1020  -0.427
O 1.8362 1.8076 1.1048  -0.089
H 1.0247 -2.7913 -2.9404  0.164
C 2.0596 0.3770 -0.7112  0.051
H -4.2228 -0.0022 4.5789  0.101
H -2.3873 -1.2025 -0.5311  0.136
H 2.5481 -2.4999 -0.4121  0.134
C -3.9961 0.3594 3.5864  -0.086
H 3.0310 3.3643 1.7812  0.095
C 2.4162 0.0818 -2.0193  -0.251
C 1.2451 -2.1063 -2.1151  -0.205
C -2.5341 0.4029 1.6740  -0.239
C 1.6360 -2.8964 -0.8595  -0.016
C 2.2617 1.6501 -0.1826  -0.267
H -5.2359 2.3812 1.1852  0.101
H -1.9244 -2.1565 0.9109  0.134
H -2.1664 -0.7395 3.4442  0.116
C 2.8541 2.6386 -0.9567  -0.038
H 1.6147 -0.3509 -0.0562  0.110
N -0.4339 -1.8648 -0.4826  0.036
H -0.9523 0.6704 0.2545  0.118
C 3.0173 1.0824 -2.7889  -0.038
O -0.7047 -0.6460 -2.4013  0.132
C -0.0748 -1.4200 -1.7317  -0.400
H 1.5629 2.9669 2.7086  0.093

Question: The lowest energy above the lowest of the compared OMol25 structures with the same formula, charge and spin belongs to which entry?
Answer: C19H20N2O4PdS